The following is a DFT calculation (wB97M-V/def2-TZVPD) of 3 unconnected molecules or ions with the total composition C2H4ClO2P in a non-equilibrium geometry.

Positions of all 10 atoms, in Å:
Cl1 1.665 1.436 -1.022
O1 0.363 -1.122 0.991
C1 -2.144 1.338 1.055
H1 1.856 -2.417 -1.808
C2 -1.713 0.396 0.306
H2 -1.363 -0.450 -0.172
H3 -2.447 2.187 1.625
H4 0.895 1.912 -0.124
O2 1.259 -2.043 -1.142
P1 1.628 -1.238 0.292

Atoms 1-6, force components in eV/Å:
0.2 0.2 -0.3
-0.3 -0.1 0.5
2.5 -4.9 -4.2
0.3 0.4 0.5
-3.1 6.4 4.9
0.4 -1.1 -0.8

Computed properties:
Multiplicity = 1
HOMO level = -9.92 eV
Structure (SMILES) = O=PO.C#C.Cl
Kohn-Sham gap = 10.1 eV
Total charge = 0

Atom charges from the natural (NBO) analysis, given in e for atoms 1 to 4: Cl -0.255; O -1.038; C -0.281; H 0.515

=====

The following is a DFT calculation (wB97M-V/def2-TZVPD) of 2 unconnected molecules or ions with the total composition C3H9N3 in a non-equilibrium geometry.

Positions of all 15 atoms, in Å:
H1 -1.281 -2.323 -2.421
N1 -0.184 0.509 0.908
H2 -0.197 2.348 0.209
C1 -0.378 -2.435 -1.894
H3 0.017 2.311 3.135
H4 1.198 -0.838 -0.804
C2 0.733 -1.454 -1.582
H5 1.615 -2.768 -3.086
N2 -0.356 2.534 2.232
H6 -1.419 2.558 2.382
H7 -0.081 3.411 1.913
H8 -0.396 -3.164 -1.158
C3 -0.144 1.691 1.022
N3 1.031 -2.230 -2.530
H9 -0.157 -0.150 1.672

Atoms 1-6, force components in eV/Å:
-0.6 0.9 -1.1
0.8 -4.3 -0.7
0.3 0.9 -1.4
2.8 1.7 0.2
0.9 -0.4 0.7
-0.1 0.2 -0.8

Computed properties:
Multiplicity = 1
HOMO level = -19.58 eV
Kohn-Sham gap = 11.3 eV
Total charge = +2

Atom charges from the natural (NBO) analysis, given in e for atoms 1 to 4: H 0.262; N -0.550; H 0.196; C -0.193

=====

The following is a DFT calculation (wB97M-V/def2-TZVPD) of a gas-phase ion, C2H2N3OS (charge +1) in a non-equilibrium geometry.

Positions of all 9 atoms, in Å:
N1 0.438 -0.107 0.436
H1 0.794 -0.730 1.091
N2 -0.997 0.964 -0.923
N3 -0.448 1.796 -0.109
O1 0.242 -2.639 -0.717
H2 0.754 1.540 1.622
S1 -0.697 -1.779 -1.433
C1 -0.468 -0.228 -0.664
C2 0.382 1.182 0.696

Atoms 1-6, force components in eV/Å:
-1.7 1.5 -2.4
0.9 -1.9 0.8
0.1 -0.5 -0.9
-1.1 2.8 -0.6
-1.0 0.4 -0.9
0.7 0.8 0.3

Computed properties:
Multiplicity = 1
HOMO level (spin up / spin down) = -15.77 / -15.77 eV
Kohn-Sham gap (spin up / spin down) = 7.0 / 7.0 eV
Total charge = +1

Atom charges from the natural (NBO) analysis, given in e for atoms 1 to 4: N -0.473; H 0.463; N -0.078; N -0.190

=====

The following is a DFT calculation (wB97M-V/def2-TZVPD) of a molecular structure, C17H15N5SeSn.

Positions of all 39 atoms, in Å:
H1 3.982 -2.225 3.170
C1 -3.325 -0.689 -0.549
N1 -0.658 0.058 -0.642
N2 -4.859 -0.186 -3.001
C2 -0.850 0.853 -2.912
C3 3.952 -1.345 3.812
C4 -1.446 0.253 -1.728
C5 -0.962 1.663 -5.171
C6 1.556 -1.851 4.470
H2 1.546 -2.737 3.835
H3 2.101 1.970 -3.791
H4 4.642 -0.597 3.422
H5 2.826 0.188 5.818
C7 0.373 1.987 -5.083
H6 1.901 -2.144 5.460
H7 1.500 0.901 4.892
H8 -1.534 1.845 -6.072
N3 0.455 1.176 -2.842
N4 1.781 -0.071 1.538
C8 2.502 0.477 4.819
C9 1.050 1.728 -3.897
H9 -2.879 -1.318 1.458
C10 2.094 -0.392 2.599
C11 -3.587 0.116 -2.898
C12 -2.507 -0.878 0.544
N5 -3.804 0.870 -5.085
H10 3.183 1.239 4.442
H11 0.541 -1.464 4.563
C13 -1.601 1.082 -4.068
Sn1 1.555 0.694 -0.762
H12 4.282 -1.634 4.808
C14 2.519 -0.781 3.926
C15 -1.179 -0.492 0.459
C16 -2.997 0.708 -4.066
H13 0.898 2.436 -5.913
Se1 -5.381 0.272 -4.609
H14 -4.370 -0.973 -0.532
H15 -0.505 -0.624 1.294
C17 -2.795 -0.114 -1.711

Atoms 1-6, force components in eV/Å:
0.0 0.0 0.0
0.1 0.0 0.0
0.6 0.1 0.1
0.1 -0.2 0.5
-0.1 0.1 -0.3
-0.1 0.0 -0.1

Computed properties:
Multiplicity = 1
HOMO level = -14.75 eV
Kohn-Sham gap = 6.3 eV
Total charge = +2

Atom charges from the natural (NBO) analysis, given in e for atoms 1 to 4: H 0.227; C -0.061; N -0.622; N -0.597

=====

The following is a DFT calculation (wB97M-V/def2-TZVPD) of a molecular structure, C16H28IN3O3 in a non-equilibrium geometry.

Positions of all 51 atoms, in Å:
H1 -1.451 4.015 -3.286
C1 0.405 1.190 2.992
H2 -1.430 0.256 2.792
H3 5.347 -2.420 0.887
H4 1.786 2.970 2.886
C2 -0.401 -0.035 2.991
H5 -0.311 3.799 -5.410
I1 0.098 -1.495 -1.698
H6 -0.415 -0.499 3.974
C3 -1.565 1.107 -3.888
H7 0.662 2.446 -4.823
H8 4.094 -0.672 -0.110
H9 4.567 -1.703 2.288
H10 2.838 0.132 1.794
H11 -2.929 -0.127 -0.691
C4 1.923 -1.620 3.462
H12 -1.039 -3.063 -0.002
H13 1.798 -0.031 0.405
C5 2.367 -0.604 1.135
C6 -0.708 3.212 -3.340
O1 -3.201 -2.535 -0.251
H14 -2.566 0.695 -3.763
N1 0.032 -0.986 1.969
H15 0.147 3.490 -2.723
C7 -1.397 1.895 -5.179
C8 3.469 -1.390 0.426
O2 -1.293 2.016 -2.819
H16 -3.239 2.213 0.425
C9 1.433 -1.470 2.013
H17 -2.327 2.409 -5.429
C10 -3.300 1.242 0.914
N2 -2.102 -0.944 1.057
H18 1.461 -2.475 1.596
C11 -0.809 -1.381 1.051
H19 2.315 -0.692 3.870
H20 -4.333 0.899 0.936
N3 -0.364 -2.310 0.098
C12 -3.055 -2.117 0.907
C13 4.380 -2.214 1.342
H21 -1.489 0.712 -0.132
H22 1.101 -1.987 4.081
H23 2.667 -2.410 3.491
C14 -0.327 2.910 -4.783
H24 -2.992 1.368 1.953
H25 3.906 -3.167 1.587
H26 3.018 -2.043 -0.326
O3 -3.499 -2.524 1.977
H27 -1.117 1.267 -6.023
C15 1.097 2.168 3.001
C16 -2.406 0.223 0.201
H28 -0.846 0.281 -3.825

Atoms 1-6, force components in eV/Å:
0.0 0.0 0.0
0.2 -0.2 0.1
0.0 -0.3 -0.2
-0.1 -0.1 -0.1
-0.2 0.1 0.2
-0.4 0.9 0.2

Computed properties:
Multiplicity = 1
HOMO level = -8.21 eV
Kohn-Sham gap = 7.2 eV
Total charge = 0

Atom charges from the natural (NBO) analysis, given in e for atoms 1 to 4: H 0.167; C -0.043; H 0.293; H 0.220

=====

The following is a DFT calculation (wB97M-V/def2-TZVPD) of a molecular structure, C30H55N2O2P2V in a non-equilibrium geometry.

Positions of all 92 atoms, in Å:
H1 3.875 -0.656 -4.821
C1 -0.445 -3.560 -1.022
C2 3.136 -0.520 -4.023
H2 0.894 5.588 -1.380
H3 2.621 4.698 1.003
C3 0.891 -3.169 1.779
H4 3.119 2.043 -0.194
P1 0.525 -2.372 0.099
C4 -1.542 3.352 -0.814
C5 1.676 4.176 0.805
H5 1.032 -1.289 2.910
H6 1.594 3.334 1.512
H7 2.679 -4.263 1.108
H8 -2.955 4.199 -2.236
C6 -4.056 0.457 -4.035
C7 -0.112 -5.045 -0.802
N1 1.360 -0.192 -1.854
C8 2.184 -2.261 -0.749
H9 -2.342 2.205 0.896
H10 0.863 4.889 0.986
H11 -1.081 -2.561 2.486
C9 -2.007 3.629 -2.237
H12 -0.647 -5.630 -1.571
H13 -3.567 2.975 -0.121
C10 -0.462 -3.471 2.441
H14 -0.981 -1.156 -4.846
H15 -1.023 -4.267 1.936
H16 -0.673 1.033 -4.822
H17 -0.826 5.403 -0.431
C11 -2.337 -0.413 -2.610
H18 -1.279 4.224 -2.801
H19 2.122 1.209 -4.865
C12 -0.166 -3.220 -2.494
O1 1.994 0.801 1.790
H20 3.243 2.627 -1.884
H21 -2.261 -2.330 -0.988
H22 -1.897 2.213 -4.410
H23 -0.357 -2.159 -2.697
H24 2.061 -4.708 2.711
H25 -4.238 1.221 -3.244
H26 -2.522 -4.078 -1.300
H27 3.929 -2.113 -2.757
H28 3.898 3.593 -0.530
C13 1.556 4.777 -1.701
V1 0.033 -0.002 -0.357
H29 -4.447 0.887 -4.960
H30 0.959 -5.257 -0.925
H31 -2.482 5.086 0.078
H32 -1.110 1.692 2.607
H33 -0.685 0.317 3.657
C14 -1.456 0.726 2.996
H34 1.233 -5.302 1.279
H35 -2.551 -0.472 1.872
C15 -1.935 -3.345 -0.722
C16 -2.582 0.046 -4.105
H36 1.163 4.380 -2.648
C17 3.195 -1.320 -2.869
C18 1.740 3.676 -0.637
C19 3.079 2.930 -0.840
P2 0.310 2.481 -0.938
H37 -0.461 -5.420 0.170
H38 0.784 2.665 -3.447
C20 1.761 -4.434 1.687
H39 2.958 -2.057 0.023
H40 -2.091 1.233 -5.803
O2 -1.631 -0.180 1.893
H41 2.457 -3.221 -1.227
H42 -2.390 0.873 3.556
H43 -0.279 -3.810 3.470
H44 -2.398 -1.303 -5.850
C21 0.994 2.097 -2.541
C22 -2.081 -1.211 -4.816
C23 1.176 0.519 0.974
N2 -1.624 -0.157 -1.694
C24 -2.591 2.454 -0.144
H45 0.867 -3.457 -2.779
H46 -1.155 4.445 1.045
C25 1.638 -2.172 2.680
H47 -2.193 2.687 -2.767
C26 -1.474 4.640 0.012
H48 -0.825 -3.817 -3.148
C27 2.190 0.499 -4.034
H49 -2.746 1.520 -0.694
H50 -2.163 -3.538 0.334
C28 1.526 0.816 -2.807
C29 2.238 -1.219 -1.866
H51 2.537 5.208 -1.937
C30 -1.761 1.185 -4.757
H52 -4.683 -0.401 -3.761
H53 -2.302 -2.159 -4.306
H54 2.598 -1.855 2.256
H55 1.857 -2.678 3.633

Atoms 1-6, force components in eV/Å:
-0.6 0.0 0.2
0.0 -0.3 0.3
-0.8 1.1 0.3
0.2 -0.2 0.1
-0.2 0.0 0.3
-0.1 -0.1 -0.2

Computed properties:
Multiplicity = 4
HOMO level (spin up / spin down) = -8.98 / -9.01 eV
⟨S²⟩ = 3.78
Kohn-Sham gap (spin up / spin down) = 5.9 / 5.5 eV
Total charge = +1

Atom charges from the Mulliken analysis, given in e for atoms 1 to 4: H 0.425; C 2.208; C -1.054; H 0.300

=====

The following is a DFT calculation (wB97M-V/def2-TZVPD) of 2 unconnected molecules or ions with the total composition C5H13N3O2 in a non-equilibrium geometry.

Positions of all 23 atoms, in Å:
C1 0.793 -1.915 -0.417
H1 -0.437 1.136 0.232
H2 -0.187 4.199 -1.083
N1 -2.310 -0.451 0.947
C2 0.936 2.472 -0.421
C3 -1.349 -1.365 0.374
H3 0.778 4.402 0.251
H4 1.340 -1.268 -1.149
O1 1.750 1.700 -0.863
H5 -1.501 -3.283 -0.417
H6 -2.277 -0.420 2.017
H7 -2.417 -3.031 0.893
N2 -2.047 -2.587 0.090
H8 -3.276 -0.771 0.819
H9 2.875 -2.344 0.365
N3 -0.196 -0.915 0.107
H10 0.310 -2.568 -1.218
O2 -0.088 2.128 0.379
H11 1.792 -3.818 0.227
C4 1.842 -2.757 0.339
H12 1.567 -2.714 1.381
C5 0.799 3.951 -0.719
H13 1.542 3.998 -1.520

Atoms 1-6, force components in eV/Å:
0.3 0.7 -4.3
1.8 2.2 0.6
-0.3 -0.4 -0.5
-0.4 -0.2 2.3
-1.5 -0.6 -0.1
-2.4 0.1 0.6

Computed properties:
Multiplicity = 1
HOMO level = -9.68 eV
Structure (SMILES) = CCN=C(N)N.CC(=O)O
Kohn-Sham gap = 10.2 eV
Total charge = 0

Atom charges from the natural (NBO) analysis, given in e for atoms 1 to 4: C -0.269; H 0.539; H 0.234; N -0.852

=====

The following is a DFT calculation (wB97M-V/def2-TZVPD) of 2 unconnected molecules or ions with the total composition ClH2PS3 in a non-equilibrium geometry.

Positions of all 7 atoms, in Å:
H1 2.416 -0.649 -2.029
S1 0.565 -0.525 1.058
Cl1 -1.096 2.102 1.756
S2 1.164 -0.497 -2.606
P1 -1.310 0.435 0.737
H2 1.174 -0.255 -0.142
S3 -2.912 -0.610 1.226

Atoms 1-6, force components in eV/Å:
-0.9 0.1 -0.5
0.1 -0.2 -0.1
0.0 1.3 0.8
0.9 -0.1 0.3
-0.4 -1.7 -0.9
-0.7 0.2 0.5

Computed properties:
Multiplicity = 1
HOMO level (spin up / spin down) = -9.53 / -8.72 eV
Kohn-Sham gap (spin up / spin down) = 7.2 / 5.7 eV
Total charge = 0

Atom charges from the natural (NBO) analysis, given in e for atoms 1 to 4: H 0.104; S -0.276; Cl -0.225; S -0.080

=====

Question: Number 8 is which compound?
Answer: ClH2PS3

=====

What did the fourth record say?
The following is a DFT calculation (wB97M-V/def2-TZVPD) of a molecular structure, C17H15N5SeSn.

Positions of all 39 atoms, in Å:
H1 3.982 -2.225 3.170
C1 -3.325 -0.689 -0.549
N1 -0.658 0.058 -0.642
N2 -4.859 -0.186 -3.001
C2 -0.850 0.853 -2.912
C3 3.952 -1.345 3.812
C4 -1.446 0.253 -1.728
C5 -0.962 1.663 -5.171
C6 1.556 -1.851 4.470
H2 1.546 -2.737 3.835
H3 2.101 1.970 -3.791
H4 4.642 -0.597 3.422
H5 2.826 0.188 5.818
C7 0.373 1.987 -5.083
H6 1.901 -2.144 5.460
H7 1.500 0.901 4.892
H8 -1.534 1.845 -6.072
N3 0.455 1.176 -2.842
N4 1.781 -0.071 1.538
C8 2.502 0.477 4.819
C9 1.050 1.728 -3.897
H9 -2.879 -1.318 1.458
C10 2.094 -0.392 2.599
C11 -3.587 0.116 -2.898
C12 -2.507 -0.878 0.544
N5 -3.804 0.870 -5.085
H10 3.183 1.239 4.442
H11 0.541 -1.464 4.563
C13 -1.601 1.082 -4.068
Sn1 1.555 0.694 -0.762
H12 4.282 -1.634 4.808
C14 2.519 -0.781 3.926
C15 -1.179 -0.492 0.459
C16 -2.997 0.708 -4.066
H13 0.898 2.436 -5.913
Se1 -5.381 0.272 -4.609
H14 -4.370 -0.973 -0.532
H15 -0.505 -0.624 1.294
C17 -2.795 -0.114 -1.711

Atoms 1-6, force components in eV/Å:
0.0 0.0 0.0
0.1 0.0 0.0
0.6 0.1 0.1
0.1 -0.2 0.5
-0.1 0.1 -0.3
-0.1 0.0 -0.1

Computed properties:
Multiplicity = 1
HOMO level = -14.75 eV
Kohn-Sham gap = 6.3 eV
Total charge = +2

Atom charges from the natural (NBO) analysis, given in e for atoms 1 to 4: H 0.227; C -0.061; N -0.622; N -0.597

=====

Repeat the third record exactly.
The following is a DFT calculation (wB97M-V/def2-TZVPD) of a gas-phase ion, C2H2N3OS (charge +1) in a non-equilibrium geometry.

Positions of all 9 atoms, in Å:
N1 0.438 -0.107 0.436
H1 0.794 -0.730 1.091
N2 -0.997 0.964 -0.923
N3 -0.448 1.796 -0.109
O1 0.242 -2.639 -0.717
H2 0.754 1.540 1.622
S1 -0.697 -1.779 -1.433
C1 -0.468 -0.228 -0.664
C2 0.382 1.182 0.696

Atoms 1-6, force components in eV/Å:
-1.7 1.5 -2.4
0.9 -1.9 0.8
0.1 -0.5 -0.9
-1.1 2.8 -0.6
-1.0 0.4 -0.9
0.7 0.8 0.3

Computed properties:
Multiplicity = 1
HOMO level (spin up / spin down) = -15.77 / -15.77 eV
Kohn-Sham gap (spin up / spin down) = 7.0 / 7.0 eV
Total charge = +1

Atom charges from the natural (NBO) analysis, given in e for atoms 1 to 4: N -0.473; H 0.463; N -0.078; N -0.190